No. 1
# C20H36As3Cl3GeIN3NiO3S

A molecular structure, C20H36As3Cl3GeIN3NiO3S (ωB97M-V/def2-TZVPD, the OMol25 dataset).

XYZ file:
```
72
Properties=species:S:1:pos:R:3:lowdin_charge:R:1
I 2.75 1.95 4.52 0.927
Cl 2.98 -1.27 -4.45 0.089
H 1.35 -4.50 -1.34 0.043
H 2.77 -3.50 -1.69 0.008
C 2.80 1.61 2.49 -0.766
H 1.25 6.74 -1.13 0.131
C 0.45 5.60 0.51 -0.269
H -3.36 -2.02 3.96 0.022
H -2.36 -1.04 0.75 0.043
Ni 1.10 0.17 -1.10 0.020
Cl 4.02 1.68 -2.99 0.111
H -0.01 2.26 0.54 0.080
H -1.29 -4.33 -1.82 0.097
C -0.50 -3.00 0.44 -0.337
C 1.69 -3.51 -1.64 -0.291
C 0.79 3.38 -1.09 -0.282
H 3.34 -2.34 0.91 0.004
C 0.25 3.24 0.18 -0.048
H -3.38 -1.39 -0.63 0.094
C -2.88 -3.76 0.31 -0.380
O -0.52 8.00 0.82 -0.124
H 4.47 2.86 1.66 0.135
S 0.27 7.02 1.54 0.501
C -2.13 -0.21 -3.12 -0.274
H -3.16 -0.56 -3.08 0.043
H -2.58 -3.24 -2.33 0.098
Ge 3.03 -0.30 -2.52 -0.214
C 1.14 4.64 -1.57 0.002
H -1.51 -5.50 2.51 0.023
C -1.77 -4.57 3.02 -0.348
As 1.13 -2.22 -0.29 1.094
H -3.82 -3.62 -0.22 0.065
H -0.90 -2.69 -2.31 0.042
H 1.94 2.34 -2.37 -0.040
C -2.35 -1.41 -0.28 -0.330
H -0.60 -2.59 1.45 0.048
H 2.01 -2.22 2.09 0.024
O 1.60 7.58 1.76 -0.120
H -1.98 -4.80 4.06 0.019
H -2.31 2.40 -1.25 0.030
H 0.36 2.19 -2.69 0.101
H -3.62 1.23 -0.98 0.043
C -2.59 1.48 -0.74 -0.277
C -3.18 -1.98 2.89 -0.357
H 1.29 -3.26 -2.62 0.011
N 1.03 2.21 -1.92 0.002
H -0.27 -4.07 0.55 0.089
H -2.11 0.77 -3.60 0.032
As -1.45 0.00 -1.30 1.123
O -0.35 6.59 2.77 -0.177
C 3.65 2.17 1.55 -0.102
C 0.97 5.75 -0.77 -0.026
As -3.41 -3.82 2.23 1.150
H -2.50 1.64 0.34 0.031
Cl 4.69 -1.27 -1.48 0.096
H -0.33 4.25 1.98 0.122
H 1.15 0.15 2.11 0.109
C -1.64 -3.30 -1.78 -0.073
C -1.82 -2.85 -0.33 -0.667
H 1.56 4.75 -2.56 0.128
N 2.27 0.82 0.46 -0.086
H -1.52 -0.90 -3.69 0.025
H -0.91 -3.89 2.99 0.002
C 0.08 4.35 0.99 -0.022
H -2.59 -4.81 0.12 0.073
H 3.74 1.82 -0.54 0.068
C 1.96 0.77 1.75 -0.214
H 2.33 -3.77 1.28 0.045
H -2.19 -1.56 2.73 0.001
C 2.34 -2.68 1.16 -0.267
N 3.28 1.68 0.36 0.028
H -3.94 -1.33 2.45 0.018
```

* E_HOMO (spin up / spin down): -11.00 / -11.16 eV
* net charge: +1
* ⟨S²⟩: 3.775
* multiplicity: 4



No. 2
# H22HeO11

A molecular structure, H22HeO11 in a non-equilibrium geometry (ωB97M-V/def2-TZVPD, the OMol25 dataset).

XYZ file:
```
34
Properties=species:S:1:pos:R:3:lowdin_charge:R:1
H -2.93 -2.86 0.66 0.073
O -3.94 0.29 -0.73 -0.066
H 2.44 -2.74 0.86 0.050
H 1.37 1.75 -3.72 0.078
H -1.09 -1.40 1.84 -0.012
O -1.94 -1.65 -1.66 -0.065
He -0.22 0.28 -0.37 0.166
H 0.59 1.93 -2.44 0.009
O 1.99 -0.08 2.54 -0.027
H 3.46 1.63 -0.54 0.013
H -1.15 -1.11 -1.63 -0.024
O 3.58 1.54 -1.48 -0.055
H -1.97 -2.07 -0.80 -0.020
O 1.22 1.35 -2.87 -0.044
O -2.01 -2.74 0.92 -0.026
H -1.73 -3.61 1.21 0.078
O -0.80 -0.77 2.51 -0.059
H 2.43 -0.03 3.39 0.075
H 0.16 -0.79 2.46 -0.007
H -2.22 2.13 3.27 0.028
H -3.25 -0.33 -0.97 -0.031
O 0.20 3.52 -1.32 -0.040
H 1.07 -0.62 -2.38 -0.016
O 1.02 -1.49 -1.98 -0.075
H 2.60 -1.25 1.11 -0.008
H 1.45 -1.40 -1.14 -0.023
H 2.70 1.49 -1.84 -0.034
H -0.05 3.68 -0.41 0.052
H -1.18 1.19 2.70 -0.026
O 2.60 -1.91 0.41 -0.039
H -0.63 3.45 -1.79 0.049
O -1.30 2.09 3.02 -0.070
H -4.75 -0.17 -0.95 0.026
H 2.27 0.72 2.09 0.067
```

* E_HOMO: -10.59 eV
* energy above the lowest of the compared OMol25 structures with the same formula, charge and spin: 0.9535 eV



No. 3
# C16H29N4OPb

A molecular structure, C16H29N4OPb in a non-equilibrium geometry (ωB97M-V/def2-TZVPD, the OMol25 dataset).

XYZ file:
```
51
Properties=species:S:1:pos:R:3:lowdin_charge:R:1
H 6.45 -33.39 5.19 0.108
N 8.59 -31.42 3.57 0.168
C 6.12 -28.72 0.12 -0.082
C 6.38 -34.23 3.25 -0.183
H 7.03 -33.49 2.78 0.087
H 5.01 -31.97 2.28 0.030
H 7.69 -34.62 4.83 0.124
H 3.85 -31.78 -0.45 0.090
C 8.12 -31.04 2.59 -0.220
C 3.79 -32.30 -1.41 -0.266
Pb 7.35 -35.96 -0.91 1.561
H 5.75 -36.32 5.00 0.079
H 5.83 -31.54 -2.08 0.101
H 5.90 -27.66 0.04 0.079
H 4.79 -34.86 5.47 0.075
H 6.08 -33.25 0.09 -0.059
N 3.86 -29.65 -3.64 0.158
C 4.31 -30.56 -3.11 -0.229
O 6.76 -33.92 0.00 -0.574
C 6.63 -34.36 4.73 -0.279
C 1.56 -32.50 5.21 -0.216
H 5.36 -33.92 3.04 0.081
H 2.98 -31.02 5.58 0.127
H 8.07 -28.51 1.16 0.112
C 4.41 -31.31 2.91 -0.093
C 5.78 -35.34 5.46 -0.090
H 4.91 -32.54 -3.19 0.113
C 2.62 -31.59 4.73 -0.182
H 6.64 -29.10 -0.76 0.068
H 6.72 -28.70 2.21 0.102
H 4.27 -33.21 -1.04 0.070
C 6.47 -35.54 2.54 -0.206
H 3.79 -30.86 2.13 0.074
C 3.80 -32.23 4.01 -0.246
H 1.71 -33.06 -1.27 0.074
H 1.85 -31.72 -2.32 0.075
N 0.68 -33.17 5.54 0.146
H 6.02 -35.36 6.52 0.089
C 7.13 -29.06 1.26 -0.238
C 4.82 -31.78 -2.41 -0.196
H 2.58 -33.27 -2.85 0.077
C 2.38 -32.62 -2.01 -0.063
C 7.45 -30.58 1.39 -0.207
H 4.83 -30.40 3.34 0.090
H 2.17 -30.93 3.99 0.119
H 4.55 -32.51 4.75 0.090
H 5.13 -29.19 0.19 0.061
N 6.57 -36.58 2.05 0.103
H 8.10 -30.75 0.53 0.120
H 6.48 -31.03 1.19 0.068
H 3.52 -33.16 3.52 0.105
```

* E_HOMO: -13.57 eV
* net charge: +1
* energy above the lowest of the compared OMol25 structures with the same formula, charge and spin: 4.1374 eV



No. 4
# C12H24BCl12F4Sn

A molecular structure, C12H24BCl12F4Sn in a non-equilibrium geometry (ωB97M-V/def2-TZVPD, the OMol25 dataset).

XYZ file:
```
54
Properties=species:S:1:pos:R:3:lowdin_charge:R:1
H -1.74 -2.43 -1.95 0.076
C -1.01 -4.54 2.70 -0.618
H -1.34 2.49 1.86 0.053
H -0.83 -5.53 0.79 0.075
Cl -1.80 5.90 0.57 0.574
Cl 4.05 -0.78 -1.08 0.516
Cl -1.28 2.27 -5.85 0.553
F 1.59 0.54 -0.16 0.069
F 0.21 -1.19 0.14 -0.025
H -2.44 3.75 2.40 0.070
H -2.00 -4.88 3.00 0.088
F 0.39 0.39 1.78 0.035
H -0.05 1.29 -2.54 0.049
H -0.42 -4.48 3.62 0.072
C -0.37 -5.55 1.77 -0.598
H -4.06 -3.13 -1.44 0.072
C -3.73 -2.15 -1.13 -0.658
C 0.93 1.32 5.30 -0.625
B 0.34 0.22 0.39 -1.416
Cl 0.49 -0.37 4.95 0.553
H 3.00 -1.42 -3.61 0.055
H -0.43 -6.59 2.09 0.089
H 3.45 -0.12 -4.68 0.070
C -2.54 -1.69 -1.99 -0.641
F -0.67 0.97 -0.17 0.164
Cl -0.27 4.30 3.00 0.566
H -2.21 -0.70 -1.70 0.031
Cl 3.48 1.03 4.35 0.557
H 2.01 2.94 4.40 0.071
Cl 1.36 -5.16 1.48 0.521
Cl 0.21 -0.25 -4.31 0.558
C 3.68 0.23 -2.53 -0.576
C -1.49 3.57 1.92 -0.633
Cl -1.15 -2.91 1.96 0.621
C 3.75 -0.64 -3.77 -0.680
H -3.42 -2.09 -0.09 0.037
C -0.56 1.15 -3.49 -0.661
Cl -5.08 -1.01 -1.24 0.559
H 1.50 1.73 3.31 0.031
Sn 2.34 -1.72 1.94 1.632
H -0.93 3.24 -3.76 0.072
C 1.91 1.86 4.31 -0.685
H -1.59 0.89 -3.26 0.026
H 2.67 0.60 -2.38 0.052
H 0.03 1.93 5.26 0.077
C -1.46 4.17 0.52 -0.683
H 1.28 1.39 6.33 0.084
H 4.43 1.01 -2.52 0.078
H -2.25 3.67 -0.04 0.077
H -0.52 4.02 0.00 0.067
Cl 5.39 -1.28 -4.05 0.557
Cl -3.04 -1.33 -3.67 0.557
C -0.43 2.44 -4.29 -0.633
H 0.63 2.61 -4.47 0.067
```

* E_HOMO: -12.31 eV
* net charge: +1



No. 5
# C22H30OReS3Sb2Se4

A molecular structure, C22H30OReS3Sb2Se4 in a non-equilibrium geometry (ωB97M-V/def2-TZVPD, the OMol25 dataset).

XYZ file:
```
63
Properties=species:S:1:pos:R:3:lowdin_charge:R:1
Se 0.55 -0.01 3.69 0.298
H 0.06 3.65 3.24 0.084
H -0.22 -5.99 3.11 0.087
H 1.51 5.00 0.00 0.072
C -0.45 -5.64 2.11 -0.354
C 1.14 3.56 3.17 -0.145
S -0.69 -3.97 1.83 1.015
H 4.02 1.35 0.04 0.021
C -3.72 -2.81 -1.61 -0.075
H 0.94 2.82 -2.66 0.063
Re 1.03 -0.49 1.57 0.389
H -5.87 -2.35 -1.71 0.127
C -1.38 -3.23 -0.83 -0.224
C 1.97 2.90 -2.32 -0.111
Se 3.70 -2.55 5.24 0.267
C -0.86 -5.58 -0.15 -0.105
C 1.63 3.64 1.73 -0.516
H 3.92 3.07 -0.37 0.085
H -1.25 1.18 -0.64 0.080
H 4.43 1.91 -1.58 0.105
H -2.50 3.20 -1.25 0.103
H 1.58 4.38 3.73 0.106
H 1.45 2.63 3.66 -0.008
H 2.72 3.55 1.70 0.078
H -5.63 -1.26 0.67 0.090
Se 4.71 1.69 4.20 0.234
H -0.84 3.47 -1.75 0.061
C -1.02 -2.29 -3.14 -0.045
H 1.69 -3.61 -4.55 0.099
H -1.05 -5.98 -1.14 0.127
H -3.03 1.99 0.92 0.100
C -0.58 -6.38 0.98 -0.126
H 2.61 2.71 -3.19 0.102
H -0.49 -7.45 0.95 0.127
C -4.85 -1.74 0.10 -0.346
S -3.27 -1.87 0.74 1.059
H 0.12 5.08 1.09 0.078
C -1.98 2.01 1.21 -0.135
H -1.47 4.23 -0.29 0.079
H -0.20 -1.89 -5.12 0.128
C 1.20 4.94 1.04 -0.105
Sb 0.97 2.02 0.46 1.561
H 2.16 3.93 -2.01 0.083
C 0.88 -3.33 -3.89 -0.321
H 1.66 5.78 1.57 0.106
H -3.59 -3.33 -2.54 0.135
C -2.69 -2.64 -0.69 -0.492
H -1.88 -1.64 -3.13 0.130
O -0.20 -1.16 0.64 -0.527
H 2.15 0.88 -1.60 0.082
C -0.72 -3.14 -2.04 -0.442
C -1.13 2.10 -0.05 -0.525
C -0.13 -2.42 -4.18 -0.106
S 0.75 -4.03 -2.38 1.165
Se 3.15 -1.18 1.19 0.246
C 3.75 2.06 -0.74 -0.142
Sb 3.95 -0.44 4.44 0.269
C -4.95 -2.30 -1.15 -0.124
C -1.48 3.32 -0.89 -0.105
C -0.94 -4.24 0.14 -0.529
H -1.79 1.11 1.80 0.028
C 2.32 1.89 -1.23 -0.538
H -1.84 2.88 1.85 0.081
```

* E_HOMO: -15.86 eV
* net charge: +3
* energy above the lowest of the compared OMol25 structures with the same formula, charge and spin: 0.0000 eV



No. 6
# C2HCl2N2O

2 unconnected molecules or ions with the total composition C2HCl2N2O in a non-equilibrium geometry (ωB97M-V/def2-TZVPD, the OMol25 dataset).

XYZ file:
```
8
Properties=species:S:1:pos:R:3:lowdin_charge:R:1
H -1.68 -0.07 0.56 0.064
Cl -0.01 1.49 1.16 0.858
C 0.49 -1.15 -0.31 -0.255
C -1.00 0.65 0.09 -0.990
N 1.59 -0.57 0.09 0.064
N 1.99 0.36 0.62 0.214
O 0.08 -2.08 -0.86 0.279
Cl -1.47 1.37 -1.35 0.765
```

* E_HOMO: -14.87 eV
* net charge: +1
* energy above the lowest of the compared OMol25 structures with the same formula, charge and spin: 3.7292 eV